Here is a molecular structure, C35H47ClIrN6O6P3 from OMol25. Energies are from ωB97M-V/def2-TZVPD.

Structure (XYZ):
```
99
Properties=species:S:1:pos:R:3
Ir 0.30082 -0.38268 -0.41228
N 0.30338 -5.99485 0.67455
C -0.08037 -4.55619 0.95147
C -1.20737 -4.44624 1.95872
P 1.45411 -3.61449 1.36385
O 2.48368 -4.55734 0.62244
O 1.80399 -3.85438 2.88163
O 1.44811 -2.21141 0.91689
P -0.46049 -3.92195 -0.78769
O -1.92942 -4.54339 -0.98681
O 0.54874 -4.61987 -1.61900
O -0.61874 -2.42669 -0.80079
H 0.99636 -6.37270 1.32300
H 0.70144 -5.95466 -0.29505
H -0.52200 -6.59843 0.67026
H -0.94603 -4.91161 2.91026
H -2.11152 -4.91476 1.56800
H -1.43694 -3.39562 2.13559
H 3.36798 -4.20377 0.45853
H -2.00274 -5.03171 -1.81871
Cl 3.15534 0.02370 -0.27580
C 3.38153 1.47627 0.65270
C 4.59801 2.13129 0.60265
C 4.78990 3.25775 1.39111
C 3.77248 3.71617 2.21632
C 2.55206 3.05714 2.24421
C 2.34531 1.92165 1.46174
P 0.79876 0.96805 1.56106
C 1.18884 -0.25949 2.82217
C 2.52647 -0.61645 3.14501
C 2.80109 -1.80607 3.72392
C 1.72639 -2.81486 3.96352
C 0.35663 -2.22178 3.96891
C 0.11699 -1.05474 3.33612
C -0.33521 2.13581 2.34126
C -0.55716 2.16159 3.71716
C -1.38349 3.13569 4.25958
C -1.99826 4.06855 3.43590
C -1.77394 4.04995 2.06426
C -0.93712 3.09081 1.51996
H 5.39459 1.75075 -0.02319
H 5.74347 3.76770 1.36942
H 3.92981 4.57939 2.84817
H 1.76312 3.41362 2.89270
H 3.33396 0.06583 2.91450
H 3.81915 -2.09668 3.94841
H 1.92103 -3.40585 4.85559
H -0.44629 -2.79215 4.41677
H -0.90064 -0.69176 3.22927
H -0.07211 1.44501 4.36710
H -1.54085 3.16865 5.32907
H -2.64972 4.81765 3.86541
H -2.24889 4.78447 1.42745
H -0.72134 3.08380 0.45693
C 2.14626 3.21502 -2.28660
N 0.90580 3.46215 -3.07316
C 1.23551 3.98960 -4.42938
C -0.00235 2.23963 -3.08582
C 0.71053 0.94495 -3.36969
C 1.17784 0.70137 -4.66477
C 1.90451 -0.43792 -4.96540
C 2.09437 -1.39589 -3.98082
C 1.57011 -1.19162 -2.71210
C 0.89444 -0.01770 -2.38530
H 2.69449 4.14618 -2.16264
H 2.76992 2.50235 -2.82002
H 1.88931 2.80467 -1.31055
H 0.37903 4.19707 -2.60059
H 1.82366 3.25927 -4.97465
H 1.81691 4.90353 -4.32973
H 0.31930 4.21219 -4.97162
H -0.76899 2.42041 -3.83978
H -0.45649 2.18645 -2.09882
H 0.94401 1.39918 -5.45863
H 2.29570 -0.58548 -5.96252
H 2.63790 -2.30606 -4.19526
H 1.68840 -1.99259 -1.98603
C -2.69597 -0.85659 0.32162
N -4.11797 -0.86731 0.11522
C -4.64968 0.49181 0.22110
N -4.01800 1.33860 -0.79588
C -2.59233 1.36419 -0.60448
N -2.00000 -0.00722 -0.71299
C -2.37270 -0.53931 -2.07446
N -3.80198 -0.55562 -2.23844
C -4.42075 -1.40685 -1.21673
C -4.33611 0.80197 -2.12517
H -2.31589 -1.86741 0.24713
H -2.47688 -0.43810 1.30896
H -4.43878 0.89149 1.21468
H -5.72639 0.47895 0.06265
H -2.36624 1.77460 0.37486
H -2.15343 1.99811 -1.37555
H -1.97369 -1.54178 -2.18241
H -1.92958 0.11043 -2.83136
H -4.02605 -2.42073 -1.29431
H -5.49859 -1.42570 -1.36719
H -5.41623 0.78435 -2.25687
H -3.88580 1.43665 -2.89068
```

Calculated values
Molar mass, g/mol: 968.39
Total energy, eV: -101489.796
Total charge: +3
Energy above the lowest of the compared OMol25 structures with the same formula, charge and spin, eV: 1.592
Expectation value of S²: 0.789
Multiplicity: 2